[1]
{"formula": "C6H6N2O2", "method": "ωB97M-V/def2-TZVPD", "species": ["O", "N", "C", "C", "C", "C", "N", "O", "C", "C", "H", "H", "H", "H", "H", "H"], "positions_angstrom": [[-3.38, -0.51, 0.24], [-2.62, 0.74, 0.07], [-1.33, 0.38, 0.03], [-0.32, 1.40, -0.10], [0.95, 1.07, -0.05], [1.38, -0.34, 0.02], [2.55, -0.78, 0.15], [3.49, 0.29, 0.11], [0.28, -1.30, -0.18], [-1.00, -0.99, -0.09], [-4.25, -0.18, 0.03], [-0.64, 2.54, -0.12], [1.80, 1.86, -0.16], [4.29, -0.05, 0.51], [0.59, -2.34, -0.32], [-1.79, -1.80, -0.14]], "mulliken_charge": [-0.375, -0.563, 0.792, -0.544, 0.017, 0.306, -0.523, -0.370, -0.439, -0.198, 0.344, 0.253, 0.282, 0.335, 0.338, 0.345], "homo_ev": -8.622, "total_energy_ev": -13389.9140, "total_charge": 0, "smiles": "ON=C1C=CC(=NO)C=C1"}



[2]
{"formula": "C20H33AlCl2O8P", "method": "ωB97M-V/def2-TZVPD", "species": ["C", "O", "C", "C", "C", "C", "C", "C", "C", "C", "P", "O", "C", "C", "O", "C", "C", "O", "O", "H", "H", "H", "H", "H", "H", "H", "H", "H", "H", "H", "H", "H", "H", "H", "H", "H", "H", "H", "H", "H", "H", "H", "H", "H", "H", "C", "O", "O", "O", "H", "Cl", "Al", "Cl", "C", "C", "C", "C", "C", "C", "H", "H", "H", "H", "H", "H"], "positions_angstrom": [[-2.47, -4.12, -1.77], [-2.01, -3.16, -2.73], [-2.75, -3.07, -3.90], [-3.67, -1.88, -3.99], [-4.52, -1.67, -2.75], [-3.75, -1.11, -1.56], [-4.59, -0.31, -0.57], [-3.73, 0.73, 0.18], [-3.14, 0.13, 1.45], [-1.63, -0.02, 1.34], [-0.73, -0.05, 2.86], [-1.30, 1.06, 3.83], [1.00, 0.28, 2.47], [1.23, -0.26, 1.07], [1.59, -1.42, 0.92], [-0.77, -1.61, 3.73], [0.01, -1.51, 5.03], [1.23, -1.49, 5.07], [-0.77, -1.37, 6.14], [-3.56, -4.10, -1.71], [-2.12, -5.12, -2.03], [-2.10, -3.84, -0.80], [-2.05, -3.04, -4.74], [-3.34, -4.02, -4.03], [-4.34, -2.06, -4.83], [-3.12, -0.98, -4.23], [-5.05, -2.64, -2.46], [-5.29, -0.95, -3.00], [-3.34, -1.96, -1.02], [-2.90, -0.55, -1.93], [-4.96, -1.02, 0.15], [-5.43, 0.15, -1.06], [-2.95, 1.04, -0.49], [-4.34, 1.59, 0.39], [-3.59, -0.90, 1.55], [-3.45, 0.70, 2.32], [-1.24, 0.83, 0.80], [-1.39, -0.90, 0.75], [-0.89, 1.03, 4.70], [1.13, 1.35, 2.54], [1.66, -0.28, 3.12], [1.08, 0.37, 0.19], [-0.29, -2.38, 3.13], [-1.78, -1.92, 3.94], [-0.94, -2.23, 6.52], [4.05, 1.44, -1.15], [4.78, 1.38, -0.13], [3.72, 0.19, -1.67], [3.60, 2.44, -1.69], [4.21, -0.35, -1.03], [-6.48, -3.11, -1.16], [-2.82, -5.54, -4.58], [-3.11, -2.85, 1.80], [7.90, 5.96, -1.10], [6.67, 5.49, -1.53], [6.05, 4.45, -0.86], [6.66, 3.89, 0.27], [7.89, 4.36, 0.71], [8.51, 5.39, 0.03], [8.39, 6.77, -1.63], [6.21, 5.93, -2.40], [5.10, 4.07, -1.20], [6.17, 3.09, 0.80], [8.36, 3.92, 1.58], [9.47, 5.76, 0.36]], "mulliken_charge": [-0.702, -0.365, -0.323, -1.037, -0.356, 0.724, -1.259, -1.246, -0.159, -1.242, 0.978, -0.574, -0.654, -0.120, -0.477, -0.476, 0.144, -0.495, -0.439, 0.488, 0.195, 0.124, 0.589, 0.470, 0.416, 0.395, -0.329, 0.506, -0.572, 0.538, 0.521, 0.559, 0.563, 0.380, -0.137, 0.603, 0.595, 0.557, 0.413, 0.431, 0.423, 0.407, 0.457, 0.463, 0.360, 0.830, -0.552, -0.467, -0.556, 0.299, -0.241, 0.513, -0.446, -0.259, -0.599, -0.105, -0.294, -0.398, -0.358, 0.375, 0.378, 0.405, 0.398, 0.367, 0.371], "homo_ev": -9.858, "total_energy_ev": -78570.2918, "total_charge": 1}



[3]
{"formula": "C2HBrO3", "method": "ωB97M-V/def2-TZVPD", "species": ["O", "C", "O", "O", "C", "Br", "H"], "positions_angstrom": [[-1.12, 3.75, -0.61], [-2.03, 3.58, 0.02], [-2.92, 3.23, 0.61], [-0.50, -0.80, -0.18], [-0.89, -0.13, 0.69], [0.10, 1.06, 1.83], [-2.00, 0.13, 0.81]], "mulliken_charge": [-0.287, 0.609, -0.313, -0.327, 0.142, -0.124, 0.300], "homo_ev": -10.956, "total_energy_ev": -78275.1526, "total_charge": 0, "smiles": "O=C=O.O=CBr"}



[4]
{"formula": "C4H9NO2", "method": "ωB97M-V/def2-TZVPD", "species": ["C", "O", "C", "C", "N", "C", "O", "H", "H", "H", "H", "H", "H", "H", "H", "H"], "positions_angstrom": [[-2.47, 0.25, 0.92], [-1.31, -0.42, 0.48], [-0.65, 0.26, -0.56], [0.63, -0.50, -0.86], [1.49, -0.57, 0.34], [2.76, -0.07, 0.26], [3.17, 0.39, -0.83], [-2.23, 1.25, 1.30], [-3.20, 0.35, 0.11], [-2.90, -0.35, 1.72], [-0.42, 1.29, -0.26], [-1.29, 0.30, -1.46], [1.21, 0.00, -1.64], [0.38, -1.51, -1.21], [1.04, -0.92, 1.17], [3.79, 0.25, 0.54]], "mulliken_charge": [-0.723, -0.306, -0.422, -0.603, -0.198, -0.065, -0.551, 0.309, 0.282, 0.241, 0.331, 0.345, 0.340, 0.266, 0.217, 0.537], "homo_ev": -9.048, "total_energy_ev": -9876.5463, "total_charge": 0, "smiles": "COCCNC=O"}



[5]
{"formula": "C19H35CoN5O2PS2SbSe4", "method": "ωB97M-V/def2-TZVPD", "species": ["Co", "Se", "Sb", "Se", "Se", "Se", "O", "P", "N", "C", "C", "C", "C", "N", "C", "C", "C", "C", "N", "C", "C", "C", "C", "H", "H", "H", "H", "H", "H", "H", "H", "H", "H", "H", "H", "H", "H", "H", "H", "H", "H", "H", "H", "H", "H", "H", "H", "C", "C", "C", "C", "N", "C", "S", "N", "H", "H", "H", "H", "H", "C", "S", "C", "O", "H", "H", "H", "H", "H", "H"], "positions_angstrom": [[-3.67, -5.93, 19.79], [-9.72, -15.18, 14.77], [-10.77, -12.98, 14.70], [-4.05, -3.77, 18.38], [-5.48, -5.69, 18.31], [-12.94, -13.73, 14.98], [-2.86, -1.68, 12.95], [-3.75, -1.68, 14.15], [-4.71, -3.01, 14.28], [-5.81, -3.20, 15.25], [-6.47, -4.51, 14.77], [-5.47, -5.21, 13.85], [-4.17, -4.42, 14.08], [-4.97, -0.58, 14.02], [-4.64, 0.86, 13.90], [-6.01, 1.40, 13.60], [-6.52, 0.47, 12.50], [-6.21, -0.86, 13.19], [-2.83, -1.33, 15.45], [-3.27, -0.85, 16.71], [-1.99, -0.82, 17.60], [-1.09, -1.91, 17.00], [-1.50, -1.93, 15.48], [-6.58, -2.42, 15.16], [-5.45, -3.31, 16.32], [-7.43, -4.40, 14.29], [-6.58, -5.07, 15.67], [-5.71, -5.16, 12.72], [-5.40, -6.29, 14.12], [-3.44, -4.45, 13.21], [-3.74, -4.76, 15.02], [-3.95, 1.10, 13.05], [-4.18, 1.21, 14.76], [-5.96, 2.49, 13.35], [-6.65, 1.36, 14.46], [-6.05, 0.61, 11.54], [-7.58, 0.46, 12.31], [-5.83, -1.63, 12.55], [-7.04, -1.17, 13.82], [-4.09, -1.45, 17.11], [-3.72, 0.13, 16.70], [-2.22, -1.05, 18.68], [-1.54, 0.21, 17.56], [-1.30, -2.92, 17.35], [-0.03, -1.71, 17.04], [-1.63, -3.02, 15.15], [-0.81, -1.25, 14.89], [-2.59, -11.25, 23.88], [-2.22, -10.93, 22.41], [-2.09, -11.79, 21.38], [-1.77, -11.21, 20.14], [-1.86, -9.89, 19.77], [-1.99, -9.16, 20.92], [-1.88, -7.42, 20.61], [-2.20, -9.57, 22.14], [-3.11, -12.18, 24.06], [-3.14, -10.50, 24.42], [-1.78, -11.22, 24.44], [-2.04, -12.86, 21.35], [-1.51, -11.82, 19.10], [2.02, -7.62, 18.82], [3.28, -8.94, 18.62], [2.21, -10.44, 18.85], [3.87, -8.97, 17.26], [1.37, -7.69, 17.99], [2.60, -6.68, 18.82], [1.44, -7.78, 19.73], [2.24, -11.01, 19.73], [2.55, -11.05, 18.06], [1.17, -10.26, 18.62]], "mulliken_charge": [-0.031, -0.635, 0.244, -0.136, -0.355, -0.608, -0.955, -0.593, 0.623, 0.374, -0.416, -0.617, -0.650, 0.306, -0.609, -0.670, -0.740, -0.439, 0.567, -0.342, -0.542, -0.646, -0.299, 0.108, -0.658, 0.285, 0.143, 0.228, 0.356, 0.360, 0.335, 0.264, 0.352, 0.382, 0.262, 0.301, 0.373, 0.432, 0.172, 0.130, 0.137, 0.271, 0.301, 0.178, 0.404, 0.157, 0.263, -1.333, 0.674, -0.671, 0.121, -0.384, 0.391, -0.397, -0.506, 0.343, 0.385, 0.388, 0.363, 0.274, -0.792, 0.444, -0.924, -0.620, 0.329, 0.311, 0.267, 0.372, 0.384, 0.218], "homo_ev": [-2.154, -2.154], "total_energy_ev": -368327.7226, "total_charge": -2, "spin_multiplicity": 4, "s_squared": 3.771}



[6]
{"formula": "C3H6N2O", "method": "ωB97M-V/def2-TZVPD", "species": ["H", "N", "C", "N", "O", "C", "C", "H", "H", "H", "H", "H"], "positions_angstrom": [[-1.63, -0.61, -2.62], [-1.09, -0.96, -1.84], [-0.74, -0.13, -0.85], [0.14, -0.63, 0.02], [0.70, -1.83, -0.01], [0.66, 0.21, 1.00], [0.38, 1.46, 1.16], [-0.71, 1.00, -0.48], [-0.28, -2.33, -0.39], [1.40, -0.38, 1.59], [0.08, 2.19, 0.40], [1.08, 2.01, 2.01]], "mulliken_charge": [0.197, -0.737, 0.289, 0.176, -0.510, 0.143, -0.898, 0.097, 0.395, 0.348, 0.320, 0.180], "homo_ev": -8.258, "total_energy_ev": -8231.0455, "total_charge": 0, "smiles": "[H]/N=C/N(O)C=C"}